1.
DFT (the ωB97M-V functional and the def2-TZVPD basis) results for an isolated molecule of C4H4N2OS in a non-equilibrium geometry.

Last column: Löwdin charge in e.
Atoms and positions in Å:
H -1.16512 2.56920 0.08018  0.13
H 1.32096 2.16923 -0.01301  0.09
C 0.66489 1.36644 -0.04489  -0.07
N -1.59683 0.57065 0.00512  0.12
N -2.05855 -1.67619 -0.01898  0.15
C -1.19009 -0.73442 -0.06867  -0.49
O 0.17028 -0.94222 -0.00471  0.00
H 2.42980 -1.77401 0.28012  -0.13
C 1.07021 0.07093 -0.03062  -0.61
H -1.64780 -2.62423 -0.11641  0.06
C -0.74923 1.54010 -0.02992  -0.12
S 2.75149 -0.53549 -0.03821  0.87

Calculated values
frontier orbital gap = 8.8 eV
ΔE to the lowest compared entry with this formula, charge and spin = 31.0 kcal per mole
structure (SMILES) = [H]/N=c1/nccc(S)o1
HOMO = -8.87 eV

2.
DFT (the ωB97M-V functional and the def2-TZVPD basis) results for a structure of composition C19H41AlFO7S3 in a non-equilibrium geometry.

Last column: Löwdin charge in e.
Atoms and positions in Å:
H 6.47933 -1.50883 -1.70985  0.09
O 2.75485 -3.99878 -0.84374  -0.33
H 8.99181 3.04068 -1.87026  0.12
C 5.49347 -1.96456 -1.84512  -0.22
H -3.80712 -3.25662 2.37738  0.04
O 6.47880 1.30614 -1.26559  -0.30
C -5.26776 -1.17195 -0.31629  -0.31
F -1.94556 -1.46595 -0.96484  -0.22
H 0.58467 -2.24318 -0.24541  0.05
Al -3.84184 -0.46135 1.04129  0.34
H 5.55860 -2.63893 -2.70763  0.12
C -1.01475 -1.72887 1.45042  -0.24
H -7.39548 2.19064 1.51617  0.12
C -4.19328 -2.60674 3.28552  -0.25
C 0.06188 -2.74470 0.67347  -0.15
H 8.41256 -0.43700 -3.41226  0.11
H 9.41947 1.42853 -4.43262  0.12
O -4.03743 3.30762 2.32864  -0.35
O 2.89902 -1.93571 0.62775  -0.33
H 0.81577 -3.15828 1.48816  0.07
C -4.24736 -0.99638 2.98256  -0.34
O -6.07479 -2.27831 0.22782  -0.34
C -1.92962 -0.85108 0.41301  -0.31
H 9.31676 3.68687 -3.48831  0.12
H -6.05745 2.50043 3.80909  0.11
H -5.20267 -3.03872 3.75454  0.07
C 8.46310 0.44286 -2.76589  -0.23
H -6.03675 -0.28668 -0.53900  0.06
H 6.76635 3.58133 -2.73362  0.11
C 9.39545 1.50884 -3.33904  -0.22
H -5.25174 -4.10116 0.97804  0.07
C -7.67416 3.71321 3.01821  -0.23
C 5.07668 -2.75443 -0.60559  -0.22
H 5.39848 -3.79717 -0.66604  0.10
H 5.46396 -2.29738 0.30917  0.11
H -4.30588 -3.37314 -0.53713  0.10
H -1.63786 -2.44476 2.16549  0.08
H -7.98862 4.76294 3.05860  0.11
H 2.91168 -2.29268 -2.84083  0.11
H -8.42801 3.11390 3.53702  0.11
C 8.83205 2.87249 -2.94200  -0.23
H -3.43203 -0.46542 3.66639  0.05
H 10.41959 1.37328 -2.97757  0.12
H -0.42593 -0.95180 2.13941  0.11
O 5.97417 0.59231 -3.64846  -0.33
S -5.17457 4.20020 2.43195  0.65
C -5.36721 -3.54371 -0.04940  -0.16
H 4.52745 -0.44918 -3.08719  0.08
O -5.02493 5.62339 2.65164  -0.35
H -6.06542 -4.23165 -0.71796  0.09
H 4.48191 -0.12220 -1.34585  0.11
H -6.19396 4.10816 4.58857  0.10
C 7.34212 2.80665 -3.24287  -0.23
H -4.01060 1.14330 0.98534  -0.06
H -1.37066 0.19353 0.27053  0.09
H -4.77791 -1.41469 -1.37602  0.06
H 7.15586 2.84530 -4.32030  0.11
C -6.24650 3.95195 1.02447  -0.23
H -5.30959 -0.61444 3.36695  0.05
H -8.38389 3.54487 0.95979  0.11
H 8.76503 0.14746 -1.75731  0.11
C 3.08730 -1.64427 -1.97726  -0.22
H -0.60090 -3.67972 0.34300  0.09
H -6.46768 4.93076 0.59010  0.10
C -6.30070 3.55573 3.65347  -0.24
S 3.29245 -2.68618 -0.54619  0.66
C 4.41546 -0.91284 -2.10276  -0.25
S 6.84672 1.19659 -2.66157  0.69
H 2.23917 -0.97297 -1.83233  0.11
C -7.50912 3.28055 1.56213  -0.22
H -3.38296 -2.75177 4.15014  0.06
H -5.73928 3.32364 0.28795  0.10

Calculated values
frontier orbital gap = 5.4 eV
HOMO = -3.93 eV
total charge = -1

3.
DFT (the ωB97M-V functional and the def2-TZVPD basis) results for a structure of composition C63H70Ge2N2OS5TeY.

Last column: Löwdin charge in e.
Atoms and positions in Å:
O -1.07623 -2.94816 -1.39851  -0.37
C -3.25245 -1.63107 3.33173  -0.06
C -0.42425 -3.82611 -2.33496  -0.09
H 1.46477 -3.18131 4.51795  0.09
C -8.12179 -2.45905 -4.53139  -0.07
C 4.00002 -3.25794 -1.05003  -0.21
H 3.07494 -2.50441 -2.85675  0.02
H -5.39316 4.67061 -4.66299  0.10
Ge 2.20401 -0.06306 -0.93898  0.14
H -3.56070 -1.97929 4.32196  0.10
C -4.90242 3.02752 0.73983  0.01
C 2.61063 3.16029 -3.93858  0.00
H 5.97582 -1.60785 2.36049  0.09
Ge 0.02086 0.11195 1.47534  0.11
H 0.55234 1.83157 6.19671  0.13
C -2.17347 -2.53152 2.79297  -0.23
H 2.98500 0.78540 3.60320  0.07
H 2.76120 6.26511 1.58237  0.07
H -2.91871 -0.60126 3.43600  0.05
H -1.05000 -3.33319 -0.51077  0.04
H -5.86749 0.04531 -1.07056  0.06
H -4.53062 2.11989 1.21885  0.07
C -6.39711 -1.03005 -2.88415  -0.29
H 2.17650 6.94074 3.09679  0.09
H 2.32934 3.09823 -4.98518  0.12
H 7.97964 0.43507 -1.10046  0.11
H 0.09091 4.65766 -3.79722  0.06
C -0.28045 -4.42540 2.03210  -0.01
S -2.07592 0.19058 0.78511  0.16
C -0.84102 -2.39711 3.19934  -0.16
H 5.15162 1.45916 -4.55099  0.09
H -6.41098 -3.64796 -5.03544  0.12
C 0.04221 -0.02984 3.41603  -0.22
H -6.41417 3.85936 -1.45974  0.13
H -5.04950 0.62238 -2.53796  0.04
S 1.08625 -1.57830 0.38838  0.36
H 4.52908 -1.97968 3.29811  0.08
H -4.12783 -1.64624 2.68195  0.08
Y -0.81577 -0.44315 -1.43951  0.46
H -5.97288 3.11845 0.90714  0.09
S 1.33908 -0.45258 -2.90940  0.19
H 2.10185 5.06159 -1.19976  0.12
C -0.41645 -1.21583 4.01552  -0.21
H -0.84187 -2.20601 5.85964  0.13
C -4.99880 3.37701 -3.03348  -0.30
C 6.08456 1.34603 -1.52756  -0.01
N -3.80446 2.89185 -3.36313  0.12
H -5.93594 3.02121 -4.90240  0.09
C 4.04850 -3.94933 1.64141  -0.03
H 0.54915 -4.13362 -1.95074  0.09
C 3.49197 2.22262 -3.42465  -0.23
H -2.13824 3.04590 2.24722  0.05
H 2.06551 -2.51012 3.00545  0.06
C -0.22804 3.29572 3.19802  -0.21
H 3.10971 -6.33494 2.23052  0.08
H 3.57167 1.13740 -5.27561  0.08
C 2.48302 4.25971 -1.82590  -0.01
C 4.42599 -2.33003 -0.09095  -0.17
H 1.08476 6.80988 1.71859  0.08
C 0.36783 1.07728 4.20466  -0.22
H -2.90117 -5.46838 0.11561  0.08
C 3.36480 3.33475 -1.27004  -0.25
C 3.17944 1.78582 3.99560  -0.02
C 3.80687 3.51511 0.15568  -0.05
C 6.34165 -0.84385 -0.58004  -0.02
C -1.98144 -5.68585 0.66062  -0.04
C 0.29253 0.97085 5.59144  -0.01
C 2.45113 4.02712 3.14306  -0.03
C 0.16354 4.55071 2.73074  0.00
S -1.37620 1.97192 -2.73296  0.59
C 3.59074 -4.87714 0.71528  -0.26
H -4.40639 3.87794 1.21237  0.10
C -1.70351 2.98112 3.24761  -0.03
C 1.48628 -3.33030 3.43740  -0.03
H -4.27689 -3.52636 -3.53374  0.06
C 1.89733 6.31278 2.24809  -0.04
H -9.64944 -1.12385 -3.83110  0.11
C 4.01699 -2.95000 -2.52664  -0.03
C -5.43124 -0.25738 -2.02097  -0.41
C 4.70241 1.21604 -1.48371  -0.22
H 4.11998 0.20137 -3.88529  0.05
H 3.85576 -7.01232 0.78567  0.09
H -8.79256 -3.02199 -5.16775  0.11
H -3.87364 -2.00588 -4.35131  0.07
H 4.80939 -2.24841 -2.78762  0.08
C -2.97977 2.48211 -2.39908  -0.77
C -5.86551 3.82178 -4.16620  -0.01
C 1.49098 4.94072 2.71126  -0.27
C -0.12787 -0.20572 6.18883  -0.04
C 4.88668 -1.68286 2.31096  -0.02
H 6.97459 -1.66168 -0.25505  0.13
H -0.59998 5.24658 2.39434  0.12
H 3.49980 4.30739 3.11501  0.13
N -3.39578 2.54732 -1.10097  0.10
H 6.51360 2.25031 -1.94333  0.13
C 3.82873 2.28310 -2.06100  -0.17
H -2.22301 3.70224 3.88307  0.09
C 4.14088 0.04788 -0.94244  -0.21
C 4.11349 1.19460 -4.33235  -0.04
C 3.56653 -4.50944 -0.62372  -0.01
H 4.17250 -3.86409 -3.10030  0.08
H -8.11704 0.14570 -2.37009  0.11
C -0.49044 -1.28833 5.40161  -0.02
H 0.96397 6.01851 -3.08496  0.08
Te -3.82336 -1.61552 -1.67315  1.34
C 4.44538 -2.67329 1.26440  -0.22
H -2.75924 2.15167 -0.39970  0.03
H -0.18798 -0.27551 7.26769  0.11
C 3.15733 -6.25365 1.14415  -0.05
H -3.54172 -3.67051 1.60627  0.12
C -2.51340 -3.57990 1.94172  -0.01
H 4.08369 -4.21952 2.69167  0.12
C -4.44967 -2.45250 -3.54171  -0.39
C 6.90272 0.32705 -1.06246  -0.04
H 2.01423 -4.25804 3.22598  0.06
C 2.10847 2.75911 3.57788  -0.21
C -6.78314 -2.81107 -4.45581  -0.03
H 4.28856 2.62560 0.56051  0.08
H 4.52120 4.34031 0.22685  0.10
H -1.20025 -5.93615 -0.06110  0.07
H 3.23513 1.69284 5.08316  0.09
C -1.57895 -4.52884 1.54002  -0.28
C 2.07466 4.17366 -3.14711  -0.26
H -6.86134 4.10840 -3.83545  0.08
H 4.15598 2.11084 3.63647  0.08
H 2.95451 3.75340 0.78823  0.03
C -7.74125 -0.68171 -2.96183  -0.04
H 2.17382 -6.50437 0.73990  0.07
H -0.27153 -3.26619 -3.25372  0.08
H -1.04895 -4.69682 -2.52985  0.09
C -4.59959 3.01798 -0.72101  -0.26
S 1.05175 1.59143 0.13939  0.34
C 4.95840 -1.00473 -0.52563  -0.22
C 0.75279 2.39710 3.62097  -0.16
H 4.51120 -0.68061 2.09456  0.07
H -2.15771 -6.58149 1.25947  0.09
H -1.91133 1.98426 3.63181  0.07
C -5.43943 3.46425 -1.70552  0.03
H 0.45545 -5.18059 1.76983  0.11
H 3.23880 -5.23116 -1.36741  0.12
C 0.09690 -3.38235 2.87054  -0.24
C 1.07006 5.13665 -3.71690  -0.05
C -5.91485 -2.10132 -3.63324  -0.30
H 1.35820 5.46377 -4.71662  0.08
C -8.60234 -1.39340 -3.78250  -0.07

Calculated values
frontier orbital gap = 7.7 eV
ΔE to the lowest compared entry with this formula, charge and spin = 0.0 kcal per mole
HOMO = -10.20 eV
total charge = +1

4.
DFT (the ωB97M-V functional and the def2-TZVPD basis) results for an isolated molecule of C6H4O.

Last column: Löwdin charge in e.
Atoms and positions in Å:
H -2.79299 1.08237 0.35927  0.11
H 4.00108 -0.24512 0.09603  0.04
C -0.56002 0.87609 0.11305  -0.04
C -2.37155 -0.72467 -0.37452  0.20
C 1.74272 -0.06085 -0.09266  -0.05
C -1.95393 0.46125 0.04046  -0.23
C 0.31280 -0.11343 -0.15101  -0.36
H -0.24892 1.87950 0.38017  0.12
C 2.93954 -0.16787 -0.00838  0.14
H -0.88365 -1.64607 0.13326  0.07
O -0.18510 -1.34120 -0.49567  0.01

Calculated values
frontier orbital gap = 8.9 eV
ΔE to the lowest compared entry with this formula, charge and spin = 107.3 kcal per mole
HOMO = -8.98 eV

5.
DFT (the ωB97M-V functional and the def2-TZVPD basis) results for an isolated molecule of C8H10ClOP in a non-equilibrium geometry.

Last column: Löwdin charge in e.
Atoms and positions in Å:
H 0.99729 -2.65138 -0.58066  0.07
C -0.93304 -1.01371 -1.13802  -0.47
C -0.11171 -0.37052 -0.01408  -0.29
H -3.01673 -1.60768 -0.92123  0.14
H -1.47726 2.43208 -0.94281  0.05
O -0.40921 -1.72162 -1.95519  0.07
P -0.72888 1.05600 0.94408  0.97
H 0.36665 2.35112 -0.75526  0.03
H 1.22357 1.97404 2.33787  0.06
H 1.94047 -2.67014 1.03910  0.10
C 1.72429 0.16836 1.35396  -0.09
H -2.61194 0.04438 -0.39690  -0.01
C 1.59368 -2.09417 0.13230  -0.04
C 0.92048 1.18245 1.66797  -0.28
C 1.03664 -0.79623 0.47554  -0.33
H 2.71410 -1.92324 -0.08158  0.12
C -2.36466 -0.63519 -1.14292  -0.05
C -0.60096 2.45557 -0.25951  -0.79
Cl -0.24296 4.02529 0.50624  0.50
H 2.58915 -0.00768 1.93363  0.10
H -2.60897 -0.19775 -2.20255  0.13

Calculated values
frontier orbital gap = 9.0 eV
ΔE to the lowest compared entry with this formula, charge and spin = 81.5 kcal per mole
structure (SMILES) = CC(=O)C1=P(CCl)=CC=C1C
HOMO = -9.09 eV

6.
DFT (the ωB97M-V functional and the def2-TZVPD basis) results for a cluster of 2 separate species, C4H7N3 in total in a non-equilibrium geometry.

Last column: Löwdin charge in e.
Atoms and positions in Å:
N 3.53067 1.15560 -0.77893  0.16
H -0.69611 -1.11065 0.99217  0.11
H -2.27257 1.09727 -0.51392  0.05
C -2.21521 0.24464 0.15755  -0.13
H -2.56144 0.48438 1.17786  0.09
H -0.95600 0.17652 -2.00542  0.09
H -2.87678 -0.53553 -0.22811  0.08
C 2.63224 0.58758 -0.32293  -0.14
C 1.54401 -0.17720 0.26861  -0.44
H 2.66991 -1.45749 1.10674  0.07
N 0.28472 0.29821 -0.08809  -0.01
C -0.83944 -0.29387 0.28031  -0.16
N 1.68953 -1.21138 0.99483  0.15
H 0.06647 0.74191 -1.04067  0.07

Calculated values
frontier orbital gap (spin up / spin down) = 8.8 / 5.4 eV
ΔE to the lowest compared entry with this formula, charge and spin = 122.6 kcal per mole
HOMO (spin up / spin down) = -9.50 / -6.99 eV

Number 1: E_tot -20074.384 eV, molar mass 128.16 g/mol. Number 2: E_tot -76515.999 eV, molar mass 523.71 g/mol. Number 3: E_tot -247046.124 eV, molar mass 1393.33 g/mol. Number 4: E_tot -8327.788 eV, molar mass 92.10 g/mol. Number 5: E_tot -32314.938 eV, molar mass 188.59 g/mol. Number 6: E_tot -8726.361 eV, molar mass 97.12 g/mol.